Record 1
A cluster of 2 separate species, C19H29N7O4S in total. Source: OMol25; level of theory: ωB97M-V/def2-TZVPD.

```
60
Properties=species:S:1:pos:R:3:mulliken_charge:R:1
N 2.480 -3.672 -3.263 -0.49
C 1.635 -2.830 -3.882 0.48
C 0.614 -2.241 -3.221 0.28
C -0.185 -1.424 -3.971 0.25
N -1.238 -0.700 -3.489 0.08
C -2.057 -0.962 -2.395 0.22
C -2.785 0.104 -1.864 -0.36
C -3.654 -0.088 -0.785 -0.51
C -3.806 -1.366 -0.235 0.00
S -4.992 -1.661 1.098 1.29
N -4.036 -2.200 2.339 -0.58
O -5.929 -2.746 0.809 -0.67
O -5.613 -0.436 1.601 -0.66
C -3.082 -2.440 -0.761 -0.84
C -2.220 -2.237 -1.840 -0.36
N 0.039 -1.192 -5.244 -0.79
C 1.071 -1.826 -5.804 -0.44
N 1.881 -2.661 -5.152 -0.66
H 2.092 -4.181 -2.479 0.24
H 3.052 -4.182 -3.928 0.29
H 0.469 -2.384 -2.161 0.10
H -1.559 -0.011 -4.159 0.32
H -2.672 1.095 -2.290 0.39
H -4.219 0.755 -0.388 0.46
H -3.458 -1.417 2.610 0.26
H -4.678 -2.441 3.079 0.32
H -3.215 -3.437 -0.344 0.35
H -1.710 -3.094 -2.261 0.63
H 1.266 -1.648 -6.858 0.40
C 1.143 1.701 -1.680 -1.18
C 0.611 2.039 -0.280 -0.42
C 0.977 0.986 0.798 0.32
C 0.142 -0.290 0.574 -1.20
C 0.787 1.565 2.225 -0.16
N 1.708 2.699 2.431 0.00
C 1.599 3.578 3.426 0.62
C 2.601 4.707 3.434 -1.22
O 0.747 3.507 4.298 -0.64
C 0.872 0.476 3.324 -0.17
O -0.156 -0.088 3.682 -0.69
N 2.023 0.115 3.911 -0.08
C 3.394 0.528 3.615 -0.71
H 0.934 2.532 -2.355 0.41
H 2.221 1.542 -1.642 0.39
H 0.659 0.809 -2.072 0.08
H 1.033 3.007 -0.012 0.46
H -0.473 2.153 -0.326 0.24
H 2.029 0.720 0.680 0.30
H -0.915 -0.083 0.751 0.27
H 0.463 -1.085 1.247 0.47
H 0.263 -0.657 -0.442 0.05
H -0.230 1.953 2.282 0.43
H 2.434 2.847 1.753 0.38
H 2.380 5.365 4.274 0.34
H 3.604 4.301 3.544 0.31
H 2.522 5.268 2.505 0.31
H 1.897 -0.558 4.652 0.30
H 3.566 0.542 2.538 0.22
H 4.094 -0.176 4.069 0.35
H 3.581 1.518 4.033 0.19
```

- SMILES: Nc1cc(Nc2ccc(S(N)(=O)=O)cc2)ncn1.CC[C@H](C)[C@H](NC(C)=O)C(=O)NC
- HOMO energy: -8.846 eV
- Orbital gap: 9.08 eV



Record 2
A structure of composition C19H2F15GeI2OReSSbSe4. Source: OMol25; level of theory: ωB97M-V/def2-TZVPD.

```
47
Properties=species:S:1:pos:R:3:lowdin_spin:R:1
Re 2.660 3.489 -0.307 0.86
I 5.469 2.676 0.001 0.01
C 5.221 0.548 0.145 0.00
I 3.096 0.449 -0.045 0.04
H 5.514 0.160 1.110 0.00
H 5.675 0.022 -0.682 0.00
O 1.230 4.343 -0.519 -0.02
F -2.694 -0.508 2.641 0.00
C -3.418 0.076 1.674 0.00
C -2.897 0.276 0.412 0.00
C -3.731 0.909 -0.491 0.00
F -3.305 1.143 -1.734 0.00
C -5.014 1.310 -0.181 0.00
F -5.790 1.908 -1.087 0.00
C -5.501 1.078 1.090 0.00
F -6.740 1.455 1.411 0.00
C -4.700 0.459 2.025 0.00
F -5.170 0.239 3.257 0.00
Ge -1.019 -0.131 -0.151 0.00
S -0.005 1.705 -0.406 0.02
C -0.403 -1.471 1.208 0.00
C 0.461 -1.145 2.244 0.00
F 0.871 0.104 2.422 0.00
C 0.900 -2.074 3.171 0.00
F 1.731 -1.725 4.153 0.00
C 0.455 -3.376 3.090 0.00
F 0.862 -4.281 3.979 0.00
C -0.430 -3.735 2.096 0.00
F -0.883 -4.992 2.033 0.00
C -0.845 -2.781 1.188 0.00
F -1.749 -3.182 0.282 0.00
C -1.194 -1.270 -1.805 0.00
C -0.065 -1.481 -2.575 0.00
F 1.119 -1.017 -2.174 0.00
C -0.071 -2.192 -3.761 0.00
F 1.052 -2.373 -4.459 0.00
C -1.255 -2.728 -4.215 0.00
F -1.287 -3.423 -5.353 0.00
C -2.408 -2.553 -3.477 0.00
F -3.555 -3.086 -3.909 0.00
C -2.358 -1.838 -2.295 0.00
F -3.513 -1.746 -1.623 0.00
Se 7.397 5.355 2.651 0.25
Sb 7.134 6.202 0.425 0.34
Se 4.084 5.324 -0.320 0.20
Se 6.482 8.554 0.133 1.02
Se 8.589 5.325 -1.273 0.27
```

- <S²>: 3.791
- Energy relative to the best compared isomer or geometry (same formula, charge and spin): 61.04 kcal per mole
- HOMO energy (alpha / beta): -1.114 / -2.651 eV
- Orbital gap (alpha / beta): 4.42 / 5.00 eV
- Multiplicity: 4
- Charge: -2



Summary of max |F| in hartree/bohr
0.054, 0.038
(order as listed above)